(1)
ORCA calculation (ωB97M-V with the def2-TZVPD basis set) on a molecular structure, C46H59O10P2S3Sc.

Its total charge is -2. The value obtained for the LUMO energy is 3.72 eV.

Element x y z (Å)
Sc (0.87878, 1.93246, -0.29370)
C (1.34608, -6.61745, 0.81418)
C (1.59340, -5.45833, -0.13325)
C (2.50751, -5.83115, -1.28478)
O (2.23931, -4.39605, 0.58234)
P (1.46474, -3.11439, 1.14918)
O (2.34682, -2.29067, 1.97609)
C (0.72531, -2.29764, -0.27740)
P (1.82838, -1.33043, -1.30147)
O (2.03809, 0.06943, -0.91528)
O (1.25571, -1.41183, -2.78081)
C (1.19012, -2.66090, -3.49586)
C (2.18403, -2.58559, -4.63830)
C (-0.23471, -2.86148, -3.95838)
O (3.17715, -2.17075, -1.32691)
C (4.46296, -1.47102, -1.37908)
C (4.82916, -0.96309, -0.00079)
C (5.44750, -2.48269, -1.92639)
O (0.20735, -3.78121, 1.85100)
C (-0.37158, -3.32103, 3.11143)
C (-0.68903, -1.84677, 3.04385)
C (0.53696, -3.69827, 4.26582)
H (0.91223, -7.46268, 0.27560)
H (0.66501, -6.31647, 1.60823)
H (2.29140, -6.93262, 1.26021)
H (0.63233, -5.10557, -0.52124)
H (3.45064, -6.21964, -0.89486)
H (2.73315, -4.95472, -1.89155)
H (2.04404, -6.59648, -1.91046)
H (-0.03494, -1.57096, 0.06678)
H (0.21375, -3.05099, -0.88149)
H (1.48409, -3.47394, -2.82337)
H (1.92141, -1.75725, -5.29814)
H (2.17497, -3.51343, -5.21407)
H (3.19109, -2.41707, -4.25567)
H (-0.52884, -2.03423, -4.60530)
H (-0.92845, -2.88269, -3.11875)
H (-0.32646, -3.79607, -4.51636)
H (4.35408, -0.63138, -2.07064)
H (4.75013, -1.77454, 0.72499)
H (4.17830, -0.14712, 0.30927)
H (5.85430, -0.58641, -0.01074)
H (5.54987, -3.31687, -1.22912)
H (6.42441, -2.01446, -2.05511)
H (5.11702, -2.87240, -2.89087)
H (-1.29691, -3.89695, 3.16675)
H (0.22331, -1.25263, 2.96483)
H (-1.22903, -1.53968, 3.94080)
H (-1.32093, -1.62164, 2.18609)
H (1.45463, -3.11172, 4.23363)
H (0.79375, -4.75903, 4.22866)
H (0.01746, -3.49892, 5.20529)
C (2.80986, 3.15582, 2.84201)
C (3.48071, 2.53144, 1.62665)
O (4.70302, 2.42504, 1.57671)
O (2.67125, 2.14793, 0.70448)
H (3.54998, 3.60081, 3.50433)
H (2.26489, 2.37725, 3.38144)
H (2.08302, 3.90032, 2.51300)
C (-0.84890, 0.59648, 0.13921)
C (-1.93983, 0.02802, 0.23460)
C (-3.17151, -0.67171, 0.37449)
C (-3.76123, -1.26659, -0.79019)
C (-3.05905, -1.31216, -2.02717)
C (-3.62223, -1.83739, -3.17392)
C (-4.91630, -2.35581, -3.18673)
C (-5.64146, -2.28771, -2.00053)
C (-5.09502, -1.75783, -0.84659)
C (-3.76757, -0.69986, 1.69686)
C (-4.52802, -1.78225, 2.19632)
C (-5.01623, -1.80324, 3.49290)
C (-4.78264, -0.74754, 4.36736)
C (-4.02850, 0.32821, 3.90136)
C (-3.53026, 0.35224, 2.61292)
H (-2.06380, -0.88219, -2.06186)
H (-3.04311, -1.83325, -4.09206)
H (-5.34952, -2.76638, -4.09095)
H (-6.66963, -2.63787, -1.97617)
H (-5.72774, -1.67414, 0.02593)
H (-4.68683, -2.65006, 1.56947)
H (-5.57726, -2.67050, 3.82890)
H (-5.17010, -0.76258, 5.37938)
H (-3.82769, 1.17085, 4.55464)
H (-2.93487, 1.19513, 2.28065)
O (0.24891, 3.67895, 0.47546)
C (-0.70318, 4.60484, 0.77365)
C (-1.67431, 4.80020, -0.39535)
C (-2.18582, 3.80735, -1.17335)
C (-3.13796, 4.28265, -2.11528)
C (-3.34012, 5.62678, -2.02988)
S (-2.36385, 6.32542, -0.80785)
C (-1.51516, 4.15488, 1.99238)
C (-1.14319, 3.19640, 2.88088)
C (-2.07846, 3.02480, 3.94000)
C (-3.14758, 3.85796, 3.83113)
S (-3.03254, 4.84261, 2.43172)
C (0.00001, 5.92166, 1.12655)
C (0.01480, 6.61222, 2.30230)
C (0.89134, 7.73339, 2.28219)
C (1.53196, 7.86435, 1.08845)
S (1.08546, 6.62837, -0.00574)
H (-1.90557, 2.76651, -1.06084)
H (-3.64605, 3.64272, -2.82330)
H (-3.99163, 6.24273, -2.62943)
H (-0.23685, 2.62412, 2.75743)
H (-1.96707, 2.29174, 4.72709)
H (-4.01552, 3.91335, 4.46893)
H (-0.57880, 6.31939, 3.15628)
H (1.04110, 8.40090, 3.11980)
H (2.25139, 8.61485, 0.80114)
C (2.65514, 2.13022, -3.64683)
C (1.36278, 2.87659, -3.30844)
C (1.62332, 4.36811, -3.11258)
O (0.76959, 2.33430, -2.18873)
H (3.12485, 2.52815, -4.55286)
H (2.43904, 1.06944, -3.79179)
H (3.35735, 2.22072, -2.81290)
H (0.67848, 2.76605, -4.17003)
H (2.31360, 4.51257, -2.27680)
H (0.68852, 4.87490, -2.86583)
H (2.05268, 4.82675, -4.00991)

=====

(2)
ORCA calculation (ωB97M-V with the def2-TZVPD basis set) on a molecular structure, C46H60N2ORhSSbTe in a non-equilibrium geometry.

Its multiplicity is 6. Its total charge is +1. The value obtained for the LUMO energy (spin up / spin down) is -2.42 / -4.42 eV. Its expectation value of S² is 8.78.

Element x y z (Å)
Rh (-3.34682, -8.79927, 19.66880)
S (-5.22516, -12.68548, 20.60604)
C (-6.51697, -11.64783, 20.24625)
C (-6.10258, -10.35809, 19.91843)
C (-4.67605, -10.24318, 19.88489)
C (-4.10747, -11.49018, 20.18110)
C (-2.65295, -11.60581, 20.29398)
C (-1.90966, -12.74185, 20.58278)
C (-0.54556, -12.65820, 20.65601)
C (0.08558, -11.41072, 20.43295)
C (-0.71274, -10.35385, 20.07002)
N (-2.06065, -10.44592, 19.99611)
H (-7.52623, -12.02425, 20.27107)
H (-6.82266, -9.59307, 19.69448)
H (-2.35190, -13.70563, 20.74782)
H (0.06617, -13.53130, 20.80643)
H (1.15217, -11.22360, 20.55317)
H (-0.27764, -9.34939, 19.99613)
C (-1.64192, -8.76934, 10.35617)
C (-1.31536, -8.56416, 11.79038)
C (0.00259, -8.73197, 12.31744)
C (0.27705, -8.55522, 13.67852)
C (1.72224, -8.71465, 14.12342)
C (-0.78861, -8.22297, 14.51548)
Te (-0.25065, -7.68507, 16.48719)
N (-1.88166, -7.62964, 18.56155)
C (-1.47929, -7.06247, 19.64783)
O (-2.13994, -7.33109, 20.72900)
C (-0.25660, -6.26457, 19.84556)
C (0.61213, -6.59331, 20.86179)
C (1.80364, -5.90154, 21.01013)
C (2.14534, -4.83819, 20.16664)
C (1.23159, -4.45472, 19.22492)
C (0.07903, -5.20513, 18.99461)
C (0.30316, -9.58587, 17.10378)
C (-0.57699, -10.66533, 16.91388)
C (-2.03172, -10.47632, 16.51321)
C (-0.15401, -11.94331, 17.21560)
C (1.16523, -12.17369, 17.57619)
C (1.61857, -13.57777, 17.90424)
C (2.02229, -11.10774, 17.80225)
C (1.60857, -9.77634, 17.57934)
C (2.51574, -8.60430, 17.82826)
C (-2.08019, -8.05605, 14.04989)
C (-3.27383, -7.66523, 14.90206)
C (-2.32717, -8.23002, 12.68031)
H (-2.38314, -9.54187, 10.27417)
H (-0.76412, -9.04038, 9.75127)
H (-2.08568, -7.92594, 9.81935)
H (0.82139, -8.91229, 11.63438)
H (2.30829, -8.93010, 13.23580)
H (1.75573, -9.51745, 14.86107)
H (2.09138, -7.76348, 14.52786)
H (0.32096, -7.36165, 21.53120)
H (2.40277, -6.17604, 21.88389)
H (3.02624, -4.22319, 20.37611)
H (1.42333, -3.57998, 18.62981)
H (-0.64742, -4.84756, 18.20769)
H (-2.34555, -9.48681, 16.83954)
H (-2.69317, -11.25354, 16.98024)
H (-2.16438, -10.51522, 15.43335)
H (-0.84407, -12.71659, 17.04067)
H (0.89874, -13.93053, 18.65026)
H (2.64371, -13.67744, 18.26089)
H (1.52207, -14.21857, 17.04309)
H (3.04028, -11.29946, 18.12198)
H (3.43878, -8.92553, 18.36881)
H (1.94734, -7.81238, 18.33688)
H (2.89232, -8.11014, 16.90923)
H (-3.06652, -7.51564, 15.95387)
H (-4.07731, -8.46011, 14.80165)
H (-3.78962, -6.77379, 14.57255)
H (-3.32430, -8.05882, 12.28943)
C (-5.69884, -3.84691, 18.90471)
C (-4.47065, -4.77220, 18.97891)
C (-3.84148, -4.87066, 17.57420)
C (-3.41313, -4.26320, 19.94467)
Sb (-5.06341, -6.83171, 19.57098)
C (-7.33993, -9.23465, 16.45483)
C (-7.06937, -7.81498, 16.02985)
C (-8.73029, -9.70595, 16.71279)
C (-6.16339, -10.20277, 16.27724)
C (-5.96983, -6.58281, 21.55596)
C (-7.14590, -7.51368, 21.62453)
C (-6.44052, -5.18050, 21.86487)
C (-4.89368, -7.02834, 22.55168)
H (-5.39830, -2.92929, 18.35053)
H (-6.09486, -3.53863, 19.86515)
H (-6.47497, -4.30249, 18.34213)
H (-3.42036, -3.91270, 17.30250)
H (-4.50199, -5.09080, 16.76690)
H (-3.02847, -5.64018, 17.60351)
H (-3.05692, -3.29857, 19.54927)
H (-2.61876, -4.99469, 20.07003)
H (-3.90061, -4.16750, 20.89647)
H (-7.88550, -7.11804, 16.24209)
H (-6.77032, -7.59026, 14.99842)
H (-6.20970, -7.36763, 16.58683)
H (-9.23742, -8.99844, 17.34782)
H (-8.77537, -10.72751, 17.15797)
H (-9.37164, -9.79022, 15.85862)
H (-5.17372, -9.73522, 16.46444)
H (-6.26954, -10.60692, 15.25341)
H (-6.21672, -11.03927, 16.93812)
H (-7.90828, -7.27296, 20.86949)
H (-7.67905, -7.43506, 22.61844)
H (-6.81643, -8.53605, 21.50541)
H (-7.12545, -4.82058, 21.13724)
H (-5.63777, -4.47618, 21.96293)
H (-6.88657, -5.20129, 22.92597)
H (-4.72568, -8.09961, 22.51261)
H (-5.28675, -6.79047, 23.56326)
H (-3.99220, -6.44982, 22.39055)